Here is a structure of composition C29H53BO2OsP2 in a non-equilibrium geometry from OMol25. Energies are from the ωB97M-V functional and the def2-TZVPD basis.

Summary:
spin multiplicity	5
gap between HOMO and LUMO (spin up / spin down)	4.502 / 5.386	eV
net charge	+2
LUMO energy (spin up / spin down)	-7.858 / -8.415	eV
energy relative to the best compared isomer or geometry (same formula, charge and spin)	32.9	kcal/mol

Atoms and positions in Å:
H  -1.793  -2.800  1.068
C  5.314  1.520  0.952
C  -1.176  -0.792  1.343
Os  3.239  0.103  -0.487
P  2.683  -2.294  1.207
H  1.036  2.686  -0.529
C  5.936  -0.352  -1.791
H  4.811  -2.164  -1.303
H  3.821  -0.858  -1.838
H  -3.123  -1.675  1.387
H  2.609  -0.288  2.560
H  -2.044  -2.177  2.702
H  1.376  4.934  -4.108
C  -1.096  -1.640  -3.909
O  -0.350  -2.680  -0.649
H  6.635  -0.267  0.782
H  3.628  2.114  -2.125
C  1.098  -2.607  -3.905
H  0.056  -5.204  -1.178
C  -2.093  -0.078  -0.916
H  3.441  -1.631  3.356
H  2.110  0.993  -4.702
H  1.455  -4.258  -1.734
C  2.573  -1.372  2.727
H  -1.988  -1.280  -3.380
C  0.402  -4.502  -1.953
C  -0.002  -2.131  -2.972
C  4.624  -0.882  0.380
H  1.388  -1.781  -4.557
C  0.133  1.088  1.627
C  -0.773  -0.078  3.762
C  -0.886  -0.245  -0.037
C  0.091  2.134  -0.693
C  -0.581  0.016  2.284
H  2.335  -2.064  -1.097
H  5.777  1.462  -2.938
H  -2.757  0.681  -0.489
C  4.752  -1.082  -1.148
H  1.327  1.782  3.262
C  4.124  1.815  0.056
C  5.675  1.162  -1.881
C  0.880  2.159  2.333
H  6.444  1.706  -1.312
H  -2.615  -2.874  -2.054
H  5.504  -0.265  2.176
H  -1.969  -4.106  -3.186
C  2.357  4.566  -3.755
H  1.994  -2.977  -3.408
C  1.896  -1.489  -0.234
H  3.723  1.737  -4.531
H  1.684  2.555  1.700
H  -0.689  -0.802  -4.494
C  -1.909  -3.704  -2.167
H  3.129  4.659  -4.527
H  -1.834  0.240  -1.922
H  1.619  -1.657  3.194
H  6.226  2.035  0.624
H  -0.061  0.554  4.312
C  -0.108  1.023  0.266
H  -0.731  2.882  -0.605
P  1.861  2.888  -3.324
H  6.033  -0.754  -2.804
H  2.391  -4.237  2.513
H  2.645  5.097  -2.835
H  -1.359  -2.457  -4.596
H  3.522  -4.574  1.147
O  0.404  -1.040  -2.182
H  2.482  2.493  -5.633
H  0.223  3.000  2.602
H  6.878  -0.604  -1.289
H  5.121  1.943  1.948
H  -2.681  -0.994  -0.972
H  -0.665  -1.114  4.119
C  2.589  -4.060  1.442
B  0.263  -1.384  -0.756
H  1.742  -4.464  0.865
C  5.612  -0.002  1.105
H  -1.792  0.247  4.039
C  2.652  1.955  -4.689
H  -2.182  -4.494  -1.455
H  4.515  -1.901  0.872
H  0.318  -4.991  -2.934
H  0.707  -3.406  -4.547
H  3.502  2.661  0.400
C  -0.480  -3.254  -1.935
H  0.082  1.791  -1.741
C  4.271  1.550  -1.397
C  -2.086  -1.919  1.640

***

Here is a cluster of 6 separate species, C29H53BrINO7 in total in a non-equilibrium geometry from OMol25. Energies are from the ωB97M-V functional and the def2-TZVPD basis.

Summary:
structure (SMILES)	[H]/N=C/C[C@@]1(I)C[C@H]([C@@H](Br)CC)C(=O)O1.C1CCOC1.C1CCOC1.C1CCOC1.C1CCOC1.C1CCOC1
gap between HOMO and LUMO	9.650	eV
net charge	0
LUMO energy	0.364	eV

Atoms and positions in Å:
H  -2.319  0.552  1.005
H  3.182  0.707  -2.134
H  -0.432  -2.169  -3.787
C  8.479  2.160  -0.513
H  9.542  0.237  1.999
O  -3.714  0.649  6.883
H  -2.603  -3.079  -0.722
C  6.398  0.304  -3.156
H  -3.199  2.524  7.568
C  -3.326  1.508  7.958
H  2.509  -1.289  -3.384
H  3.987  1.317  -3.628
O  9.188  1.099  -1.162
H  -5.500  0.537  3.895
H  -6.997  -3.206  3.990
H  -4.120  1.522  8.705
C  -2.970  -2.669  1.400
H  7.453  1.125  1.079
H  -0.144  1.592  -3.386
C  4.641  -1.528  -3.455
Br  4.429  -3.328  -4.238
H  4.695  -1.717  -2.389
C  9.603  0.928  1.160
C  -7.551  0.021  4.468
N  0.154  -1.367  -4.005
C  -3.575  0.336  -6.401
H  -7.856  0.666  5.290
H  9.166  -0.719  -0.191
H  -4.636  1.511  -4.035
C  8.338  1.753  0.946
C  3.001  -0.490  -5.206
H  -2.521  -0.216  5.441
H  -3.929  -0.868  2.092
H  -0.702  -0.663  -2.278
H  5.878  -0.712  -5.017
C  -7.121  -2.166  3.683
H  0.870  1.095  -2.068
C  -3.853  1.932  -4.677
H  -8.038  -1.757  5.594
H  10.458  1.588  1.323
C  3.381  -0.755  -3.765
C  -2.623  -0.205  6.527
C  1.907  1.056  -3.915
C  -1.396  0.354  7.234
H  -0.643  -0.407  7.434
C  -2.923  -1.285  2.038
H  -1.480  0.817  -6.085
H  -2.500  -1.281  3.041
H  9.065  3.079  -0.616
H  -5.239  1.783  -6.364
H  -2.205  0.171  9.229
H  -2.023  -0.591  -5.167
C  -0.021  -0.484  -3.112
H  -2.046  -3.214  1.609
H  -7.874  0.485  3.532
H  10.771  -0.006  -0.441
H  -1.396  1.719  8.964
C  -2.013  0.955  8.494
C  -2.324  0.383  -5.538
C  -2.076  -0.511  1.038
C  0.625  0.877  -3.107
H  -2.849  -1.222  6.864
H  -9.130  -1.498  4.229
H  -3.356  0.133  -7.448
O  1.949  0.407  -5.154
H  -3.722  2.983  -4.417
C  -8.099  -1.400  4.563
H  -5.639  -0.286  5.456
O  -2.341  -1.089  -0.244
H  6.714  -1.690  -3.840
H  8.252  2.608  1.615
H  6.079  1.208  -3.670
H  -3.808  -3.275  1.738
C  -3.052  -2.321  -0.080
C  5.944  -0.932  -3.956
I  1.991  3.226  -4.428
H  -3.658  2.466  -6.760
H  7.476  0.350  -3.061
H  -0.936  1.139  6.630
H  -4.257  -0.437  -6.038
O  3.472  -0.867  -6.256
C  9.736  0.217  -0.179
C  -6.050  -0.228  4.445
H  -7.434  -2.149  2.633
C  -4.173  1.719  -6.151
H  -4.090  -2.169  -0.395
C  3.215  0.684  -3.216
H  5.921  0.338  -2.179
O  -5.864  -1.495  3.799
O  -2.631  1.234  -4.426
H  -1.006  -0.617  1.255
H  7.517  2.304  -1.008

***

Here is a structure of composition C29H55As3CaClN6O4PS in a non-equilibrium geometry from OMol25. Energies are from the ωB97M-V functional and the def2-TZVPD basis.

Summary:
gap between HOMO and LUMO	8.180	eV
net charge	0
LUMO energy	0.226	eV
energy relative to the best compared isomer or geometry (same formula, charge and spin)	38.5	kcal/mol

Atoms and positions in Å:
O  -0.260  1.462  -0.807
C  -3.396  1.665  -0.394
Cl  -0.490  -0.573  1.887
H  6.880  -0.597  -6.461
H  -3.200  5.164  0.885
C  4.499  -0.463  -2.322
H  1.718  2.612  -2.676
H  -3.083  4.237  3.062
H  -3.874  -2.021  1.721
H  2.558  -5.173  -0.659
As  -2.110  -7.649  1.610
H  -2.594  0.310  1.641
H  2.738  2.667  -1.240
H  3.136  -3.552  -1.107
N  2.168  0.696  -1.854
H  2.898  -2.870  1.714
H  1.422  -3.167  2.643
C  -3.668  4.251  0.507
As  -2.686  -2.486  -0.465
H  7.550  0.180  -3.616
P  -2.310  3.177  -0.244
H  -1.954  -5.346  -2.394
C  0.657  2.412  -0.839
H  6.612  -2.323  -6.221
Ca  0.835  -0.453  -0.406
C  -3.745  -2.763  -2.091
H  0.709  1.735  -5.254
H  -4.075  1.817  -1.237
C  4.808  -1.636  -4.392
C  6.941  -1.408  -5.730
H  -4.182  -1.807  -2.385
C  -1.379  -5.251  -0.293
H  -4.235  2.973  3.570
H  -0.388  -4.868  1.589
H  -4.549  -3.482  -1.925
As  0.959  -3.347  0.164
H  -0.241  -5.683  -2.103
H  -2.642  -6.942  -0.709
C  2.261  -4.197  -1.040
C  -5.127  2.425  1.153
S  3.409  0.123  -1.057
C  -0.292  -7.809  2.321
H  6.122  0.754  -1.662
C  -1.595  2.766  1.405
O  2.937  -1.088  -0.327
O  4.142  1.060  -0.249
H  -1.109  3.655  1.805
N  -2.610  2.278  2.418
H  -2.754  0.810  -0.613
H  3.010  -1.736  -3.217
C  -2.576  -4.371  0.119
C  2.019  -3.508  1.800
H  -3.505  -4.837  -0.223
H  1.007  0.068  -5.786
H  -2.291  0.550  -3.607
C  6.555  -0.244  -3.530
H  -3.105  -3.113  -2.902
H  -0.857  1.978  1.285
H  -3.949  0.671  2.757
H  -2.016  -5.459  2.986
C  5.765  0.082  -2.432
H  2.330  -4.540  1.955
C  -3.360  1.032  1.912
H  -4.907  -3.012  0.664
H  -5.716  2.676  0.273
H  1.770  0.680  -4.296
H  -2.002  0.361  -5.349
H  -4.369  4.553  -0.273
H  -5.799  2.074  1.938
H  -1.582  1.883  -4.529
C  -0.149  -0.711  -3.286
C  -2.726  -6.276  2.863
C  -1.756  -6.736  -0.103
N  -4.451  3.639  1.614
N  -0.060  -1.568  -2.504
C  0.875  0.714  -4.916
H  7.990  -1.523  -5.455
H  4.431  -2.303  -5.159
H  -2.628  -4.313  1.205
C  -1.085  -5.061  -1.793
C  1.900  2.151  -1.702
H  0.359  -8.253  1.566
H  -0.320  -8.479  3.180
C  4.010  -1.323  -3.307
N  -4.199  1.357  0.812
H  -2.855  -6.774  3.825
C  -3.631  3.351  2.746
H  0.121  -6.851  2.633
H  -3.692  -5.878  2.554
N  -0.279  0.310  -4.109
O  0.556  3.476  -0.240
C  -4.227  -2.159  0.696
H  -4.755  -1.259  0.379
H  -2.098  1.994  3.253
H  -0.961  -7.356  -0.533
H  1.832  -4.307  -2.036
H  0.580  -5.777  0.432
C  -1.621  0.800  -4.425
C  -0.118  -4.945  0.536
C  6.091  -1.099  -4.521
H  -0.838  -4.020  -2.022

***

Number 1: electronic energy -56726.886 eV. Number 2: electronic energy -124895.947 eV. Number 3: electronic energy -281699.267 eV.